Computed, not measured: one molecule with the formula C5H11NO in a non-equilibrium geometry, with ωB97M-V with the def2-TZVPD basis set.

## Properties
- LUMO energy: 0.960 eV
- Kohn-Sham gap: 9.42 eV
- E_HOMO: -8.458 eV
- ΔE to the lowest compared entry with this formula, charge and spin: 83.7 kcal/mol
- SMILES: CCNCCC=O
- F_max: 6.22 eV Å⁻¹

Structure (ORCA input):
```
! wB97M-V def2-TZVPD RIJCOSX def2/J DEFGRID3
* xyz 0 1
C 0.0322 -1.8710 1.2705
C -0.6140 -0.4932 1.4042
N -0.8666 0.2934 0.1411
C -0.4774 1.5833 -0.4800
C 0.6744 1.3832 -1.5547
C 0.9059 -0.1071 -1.0646
O 2.0843 -0.4067 -0.8069
H -0.7081 -2.7147 1.1940
H 0.7445 -1.9086 0.4679
H 0.6826 -1.8894 2.1615
H -0.0423 0.1846 2.0743
H -1.6298 -0.6162 1.8961
H -1.6107 -0.1250 -0.3928
H -0.1369 2.1907 0.3836
H -1.2862 2.0517 -1.0189
H 0.3232 1.3118 -2.5749
H 1.6006 1.9247 -1.4080
H 0.3243 -0.7915 -1.6924
*
```

=====

Computed, not measured: a 2-piece molecular cluster, C5H11NO overall in a non-equilibrium geometry, with ωB97M-V with the def2-TZVPD basis set.

## Properties
- LUMO energy: 0.724 eV
- Kohn-Sham gap: 8.39 eV
- E_HOMO: -7.663 eV
- ΔE to the lowest compared entry with this formula, charge and spin: 89.7 kcal/mol
- SMILES: C=C/C=C(/C)N.O
- F_max: 4.29 eV Å⁻¹

Structure (ORCA input):
```
! wB97M-V def2-TZVPD RIJCOSX def2/J DEFGRID3
* xyz 0 1
C 0.3533 -0.5872 2.2268
C -0.2146 -1.1509 1.0851
C -0.9421 -0.3483 0.1042
C -1.1674 -0.8448 -1.1624
C -1.8057 -0.1740 -2.3108
N -0.0775 -1.8045 -1.5803
H 1.0832 -1.2727 2.7707
H 0.1115 0.5046 2.5884
H -0.4207 -2.3061 1.1905
H -1.0615 0.6767 0.5161
H -0.8942 0.3038 -2.7427
H -2.2434 -0.9091 -3.0668
H -2.7201 0.4988 -2.0515
H 0.8643 -1.7829 -1.1883
H -0.4152 -2.6698 -1.9844
O 2.9619 3.8928 2.1689
H 2.7349 3.6628 1.2250
H 3.8532 4.3108 2.2116
*
```

=====

Computed, not measured: a 3-piece molecular cluster, C5H11NO overall in a non-equilibrium geometry, with ωB97M-V with the def2-TZVPD basis set.

## Properties
- LUMO energy (alpha / beta): 0.705 / 0.705 eV
- Kohn-Sham gap (alpha / beta): 8.05 / 8.05 eV
- E_HOMO (alpha / beta): -7.346 / -7.348 eV
- ΔE to the lowest compared entry with this formula, charge and spin: 145.1 kcal/mol
- F_max: 2.71 eV Å⁻¹

Structure (ORCA input):
```
! wB97M-V def2-TZVPD RIJCOSX def2/J DEFGRID3
* xyz 0 1
C -0.6217 -0.5644 -0.0800
C 0.8765 0.8264 -0.6963
C 0.0111 1.7359 -1.5350
C 0.4618 -0.8500 0.7097
N -1.7305 0.0974 0.3656
C 1.5797 -1.0065 1.3614
O -0.6279 -2.5103 1.0972
H -1.3025 -2.3260 1.7670
H -0.7079 -1.0962 -1.0186
H -2.5742 -0.0318 -0.1676
H -1.7678 0.3408 1.3434
H 1.5900 0.2472 -1.2768
H 1.3617 1.3623 0.1166
H 2.4222 -0.3388 1.2288
H 1.6596 -1.8274 2.0585
H -0.7849 2.1900 -0.9413
H 0.6094 2.5475 -1.9648
H -0.4545 1.2039 -2.3679
*
```

=====

Computed, not measured: C5H11NO as an isolated structure, with ωB97M-V with the def2-TZVPD basis set.

## Properties
- LUMO energy: 0.639 eV
- Kohn-Sham gap: 9.62 eV
- E_HOMO: -8.978 eV
- ΔE to the lowest compared entry with this formula, charge and spin: 93.9 kcal/mol
- F_max: 0.36 eV Å⁻¹

Structure (ORCA input):
```
! wB97M-V def2-TZVPD RIJCOSX def2/J DEFGRID3
* xyz 0 1
C 2.3878 0.2493 -0.3739
N 1.7234 -0.9121 -0.4507
C 0.6484 0.0073 0.6462
O 0.7492 -0.2771 1.8180
C -0.6433 0.0717 -0.1833
C -1.3237 -1.2975 -0.1723
C -1.5364 1.1428 0.4435
H 1.2466 1.0872 0.2703
H 2.6203 0.8723 -1.2439
H 3.0180 0.3989 0.5036
H 1.2903 -1.0142 -1.3659
H -0.3965 0.3652 -1.2109
H -1.5411 -1.5960 0.8576
H -0.6894 -2.0709 -0.6168
H -2.2671 -1.2571 -0.7286
H -2.4884 1.2059 -0.0938
H -1.7400 0.8965 1.4903
H -1.0580 2.1278 0.4107
*
```

=====

Computed, not measured: one molecule with the formula C5H11NO in a non-equilibrium geometry, with ωB97M-V with the def2-TZVPD basis set.

## Properties
- LUMO energy: 0.963 eV
- Kohn-Sham gap: 10.76 eV
- E_HOMO: -9.794 eV
- ΔE to the lowest compared entry with this formula, charge and spin: 53.1 kcal/mol
- SMILES: C=NCCCCO
- F_max: 2.19 eV Å⁻¹

Structure (ORCA input):
```
! wB97M-V def2-TZVPD RIJCOSX def2/J DEFGRID3
* xyz 0 1
C 0.7014 -2.4981 2.3043
N 0.1909 -2.1339 1.2149
C 0.7595 -0.8828 0.6683
C -0.3670 -0.0956 -0.0040
C 0.0935 1.3094 -0.5138
C -0.8967 1.9275 -1.5380
O -1.5172 0.9587 -2.3971
H 0.4210 -3.4487 2.7503
H 1.3922 -1.9381 2.9488
H 1.4619 -1.1047 -0.1370
H 1.2033 -0.3451 1.5072
H -1.1047 0.1866 0.7356
H -0.6406 -0.6620 -0.8859
H 1.1141 1.2219 -0.9019
H 0.1081 2.0118 0.3232
H -0.3522 2.6078 -2.1902
H -1.7235 2.2538 -0.9101
H -0.8442 0.6317 -2.9745
*
```

=====

Computed, not measured: one molecule with the formula C5H11NO in a non-equilibrium geometry, with ωB97M-V with the def2-TZVPD basis set.

## Properties
- LUMO energy: 0.914 eV
- Kohn-Sham gap: 9.93 eV
- E_HOMO: -9.018 eV
- ΔE to the lowest compared entry with this formula, charge and spin: 49.4 kcal/mol
- SMILES: C=CCCNCO
- F_max: 1.88 eV Å⁻¹

Structure (ORCA input):
```
! wB97M-V def2-TZVPD RIJCOSX def2/J DEFGRID3
* xyz 0 1
C 1.0524 -2.8149 -0.9154
C -0.0044 -2.0814 -0.5822
C -0.0674 -1.2500 0.6619
C 0.3044 0.2430 0.3536
N -0.9531 1.0206 0.2359
C -0.7951 2.4264 0.4385
O 0.3536 2.9773 -0.1799
H 1.0722 -3.3804 -1.8366
H 1.9161 -2.8900 -0.2660
H -0.8902 -2.1277 -1.2075
H 0.7201 -1.5124 1.3782
H -0.9742 -1.3241 1.2564
H 0.9283 0.2281 -0.5414
H 0.9200 0.6924 1.1290
H -1.4521 0.7541 -0.5993
H -1.7434 2.8769 0.1249
H -0.6350 2.6574 1.4951
H 0.2479 3.5046 -0.9452
*
```